126
Properties=species:S:1:pos:R:3 method="wB97M-V/def2-TZVPD" gap_ha=0.1997 charge=-2 e_homo_ev=-5.182
S -2.42984 14.67062 10.45408
S 9.84512 13.92244 7.98167
S 13.83716 8.71916 -3.69100
S -1.08062 15.78439 8.69882
S -4.30310 11.00738 1.01879
S 9.31127 15.89906 6.96086
S 6.46577 3.07300 4.84000
S 12.73236 6.96603 -2.73036
S 8.32887 3.11651 3.45637
S -5.63326 9.38665 1.73907
F -3.80011 15.35752 10.88682
F -7.02563 9.38050 2.59840
F 8.67767 3.43296 1.93540
F 12.06470 5.54448 -3.22016
F 10.00268 17.20857 6.24387
F 10.72465 12.57267 7.85971
F -3.51125 12.27274 1.76824
F 13.87830 9.32775 -5.17690
F 4.86312 3.09433 4.54839
F -1.21173 15.89895 7.04864
O -3.21730 10.15966 0.71051
O 8.54363 13.31809 7.75104
O 15.29328 8.58674 -3.56026
O 11.65484 7.63770 -2.03572
O -4.90565 8.30547 2.20022
O 9.08073 16.63536 8.16177
O 0.06143 14.85166 8.79734
O 9.09925 4.19660 4.08725
O 13.86484 6.32075 -2.01397
O -1.60776 15.35310 11.39356
O 6.74321 1.77969 5.47372
O -6.26959 9.18335 0.45067
O 10.18697 14.22511 9.31793
O 6.28460 4.25421 5.73441
O -5.01043 11.74482 -0.03801
O 8.17752 15.63207 6.06196
O 13.06647 9.69397 -2.88114
O 8.86647 1.72967 3.65317
O -2.60100 13.30002 10.72797
O -0.94160 17.20429 8.98355
N 4.33314 1.88046 -2.25249
N 5.95122 11.04711 2.64123
N 10.52141 14.97813 6.84506
N -5.30075 10.66202 2.26059
N 13.13245 7.45031 -4.33713
N 6.85533 3.31051 3.26141
N 10.40488 19.80420 -2.59476
N -2.62574 15.13831 8.99662
C 9.27498 18.41573 -0.95831
C 2.34367 3.27434 -1.67809
C 10.51868 19.51754 -6.47913
C 5.72118 9.92723 1.58812
C 8.53175 19.67591 -0.98088
C 1.85963 4.62568 -1.16441
C 10.33759 20.15856 -3.98131
C 7.48301 11.39921 2.81495
C 4.26201 0.79648 -1.16433
C 10.89556 19.23470 -5.05988
C 3.87020 12.28136 3.25645
C 5.77663 2.20892 -2.65754
C 9.73691 10.62000 3.44400
C 11.82699 19.89487 -2.06653
C 9.94363 18.33564 -2.33514
C 8.29961 10.15125 3.27321
C 5.33237 10.42878 3.90152
C 9.41509 20.66107 -1.70684
C 5.96223 1.82929 -4.16985
C 4.83681 0.85057 -4.41956
C 3.75789 1.38831 -3.56285
C 5.22092 12.38276 2.54563
C 3.92415 10.92560 4.01960
C 3.80994 3.26980 -1.86869
H 2.07219 4.84059 -0.11715
H 6.48984 1.65688 -2.04541
H 10.87702 20.52799 -6.67582
H 5.87517 11.00415 4.65147
H 2.90557 0.72436 -3.41851
H 3.50039 10.94754 5.02362
H 5.21638 12.66886 1.49386
H 10.83500 18.16340 -4.86817
H 1.77734 2.85410 -2.50922
H 10.69373 17.54537 -2.36555
H 9.94377 21.19814 -0.91934
H 5.05330 -0.15304 -4.05351
H 0.78690 4.70465 -1.34073
H 5.89328 3.28757 -2.55269
H 11.00018 18.88162 -7.22200
H 9.02224 21.36704 -2.43852
H 5.97507 8.98103 2.06597
H 5.87519 2.59266 -4.94302
H 8.35527 20.12933 -0.00550
H 2.28918 5.41691 -1.77884
H 6.62864 10.04223 0.99534
H 4.64780 -0.12959 -1.59055
H 7.46395 19.67917 -1.19971
H 11.91043 19.49738 -1.05503
H 10.09016 9.71969 3.94674
H 12.25699 20.83249 -2.41875
H 11.95032 19.50408 -5.00491
H 8.66391 17.52998 -0.78471
H 7.78173 11.91470 1.90219
H 2.97922 12.33340 2.63071
H 3.29523 2.29887 -3.94355
H 4.83892 1.01362 -0.26537
H 2.00251 2.70109 -0.81607
H 10.71159 21.16771 -4.15403
H 3.16414 10.33527 3.50775
H 10.41107 10.76000 2.59901
H 3.25251 0.63663 -0.78557
H 4.52414 3.53267 -1.08835
H 12.46565 19.27510 -2.69590
H 8.24619 9.27346 2.62922
H 9.20619 18.09378 -3.10050
H 5.79260 13.21884 2.94844
H 3.93716 3.84267 -2.78724
H 4.73010 10.01457 1.14289
H 5.43216 9.36849 4.13373
H 7.55598 12.03026 3.70070
H 9.42881 19.53251 -6.48650
H 9.26382 20.20701 -4.16237
H 6.92176 1.32340 -4.27707
H 4.38793 0.69592 -5.40072
H 10.03386 18.29594 -0.18511
H 9.93424 11.60054 3.87723
H 3.69923 13.13298 3.91493
H 7.96534 9.70106 4.20792

119
Properties=species:S:1:pos:R:3 method="wB97M-V/def2-TZVPD" gap_ha="0.2802 / 0.2261" charge=+2 de_lowest_kcal_mol=0.0 e_homo_ev="-11.619 / -12.168" spin_multiplicity=6
Te -3.64557 0.35154 1.45376
Ru 1.03872 1.02500 1.25720
S 1.60517 3.68684 2.01114
S 5.81212 0.79501 1.60821
S 0.77910 0.48158 3.77685
P -1.48556 -1.24119 -0.34263
P -0.93615 1.69026 -0.29093
O 1.81031 -1.21760 1.20795
N 3.79992 -0.47334 2.91462
N 2.05948 -3.52382 0.96186
N 1.50652 -4.66572 1.50177
N 3.27550 0.99699 1.14661
N -7.28471 0.89973 -1.72105
C -6.15689 -0.41077 -0.06590
C 4.04206 3.42501 -1.55142
C -0.30279 -1.45848 -4.26515
C 1.64295 -1.33494 -2.89951
C 5.27558 1.89860 0.36843
C 1.21161 4.93738 0.77900
C -2.74939 4.63382 1.82726
C 6.03844 2.74392 -0.39932
C 0.64665 4.42585 3.34398
C 4.44896 -3.96064 -2.46065
C -6.36625 1.86131 -1.57081
C 4.16451 -3.17702 -0.21240
C -2.04936 2.34537 -4.07609
C -0.84788 2.36045 -4.77840
C -2.75540 -2.53124 -0.38322
C 4.15746 0.42710 1.95191
C -1.10787 -1.36701 -3.13845
C -1.78671 3.22411 0.15259
C -2.06005 1.96931 -2.75625
C -2.10717 0.35598 0.01774
C 0.55452 -2.91240 2.47050
C 0.35059 1.84194 -2.75292
C 5.42863 3.55924 -1.34054
C -2.06730 3.47483 1.48332
C -3.90532 -2.46595 -1.18098
C 3.89385 1.86023 0.24793
C -0.87881 1.12822 4.12162
C 0.34929 2.08632 -4.12660
C -2.42979 -3.71203 0.29411
C -7.17653 -0.21138 -0.97020
C 2.32094 -4.24888 -1.34028
C 0.83225 -1.29440 -1.76025
C -4.73649 -3.55643 -1.26037
C 3.27472 2.62036 -0.72127
C -5.34905 1.77387 -0.64794
C -0.86526 1.79738 -2.07340
C 1.82230 1.51848 4.88185
C 3.15067 -4.44181 -2.45657
C 1.46718 -2.41156 1.51740
C 0.10704 -5.34984 3.40989
C -4.44324 -4.70366 -0.49792
C 4.94915 -3.30478 -1.35877
C -3.29673 -4.77891 0.27068
C 2.27184 -5.90815 1.39698
C 0.64413 -4.30757 2.46799
C -5.24144 0.62448 0.10810
C -3.02355 5.61064 0.84116
C 1.08353 -1.39007 -4.15668
C -2.62011 5.41257 -0.46826
C -2.02728 4.21006 -0.81356
C -0.53983 -1.28475 -1.85864
C 2.84414 -3.62582 -0.22405
H -4.64062 2.57709 -0.53121
H -2.99674 4.84205 2.84389
H 1.62283 -6.75188 1.45634
H 1.25820 2.02387 -4.74660
H -6.12113 -1.34734 0.50761
H 2.49375 0.86352 5.42623
H -0.74272 -1.57197 -5.22100
H 5.98089 -2.98079 -1.39197
H -2.98384 2.60167 -4.59391
H 2.79080 -5.97811 0.46979
H 1.14024 1.97785 5.59810
H 0.97106 5.44550 3.51082
H 2.77506 -4.98688 -3.31858
H 1.32808 -4.69541 -1.33806
H -0.53809 -6.03200 2.84236
H -0.86512 2.55278 -5.84981
H 4.52959 -1.03314 3.30620
H -1.73344 4.09893 -1.83760
H -6.49081 2.70451 -2.21344
H -3.50747 6.51474 1.15787
H 2.98255 -1.00566 2.63318
H -0.88572 2.17232 3.87344
H 2.37737 2.24526 4.30914
H -3.00529 1.85459 -2.22620
H -3.05299 -5.71493 0.75610
H -7.97028 -0.94858 -1.14383
H -0.53654 -4.89114 4.15492
H 4.55551 -2.77772 0.69883
H -4.11649 -1.58132 -1.76473
H -5.64532 -3.53887 -1.89268
H 3.50320 3.98777 -2.30813
H 1.33330 -1.24569 -0.79840
H 1.59889 5.89517 1.12133
H 0.86729 3.91935 4.27629
H 2.71869 -1.39162 -2.74916
H 0.15666 5.02963 0.62117
H 7.09359 2.81589 -0.24993
H -1.82898 2.76880 2.27144
H -1.50353 -3.75824 0.82281
H 2.18755 2.61216 -0.79700
H -1.09773 0.96634 5.18084
H -0.42511 4.38591 3.18686
H -2.77828 6.16040 -1.22432
H -1.55747 0.52905 3.49762
H 1.68033 -1.44620 -5.07462
H 5.97581 4.27741 -1.88170
H -2.15955 -1.43210 -3.24841
H -0.03914 -2.25315 3.09803
H 5.08632 -4.14045 -3.31230
H 1.28636 1.61123 -2.26679
H 0.92598 -5.89937 3.85612
H 2.99759 -5.99428 2.21527
H -5.16050 -5.49889 -0.45831
H 1.74802 4.67823 -0.12494

21
Properties=species:S:1:pos:R:3 method="wB97M-V/def2-TZVPD" gap_ha=0.2833 charge=-1 de_lowest_kcal_mol=57.5 e_homo_ev=-3.759
O -0.22546 3.75955 -1.28736
O 0.11582 1.77183 0.20856
N 1.94243 -2.22577 -0.91396
N 1.02722 -0.77798 0.59479
C -0.95533 1.05721 -0.12170
C 1.04877 -1.14662 -0.83460
C -1.40005 0.16717 1.05818
C -0.34082 -1.04805 1.15731
H 0.19751 -1.51041 -1.35698
H -1.53708 0.50827 2.07269
H -2.25985 -0.36592 0.70263
H 1.46561 -3.19676 -0.73393
H -0.81549 -1.90646 0.76776
H -0.18423 -1.27972 2.20264
H 1.60520 -0.18492 -1.26636
H -0.69473 0.25121 -0.92335
H -1.89620 1.62362 -0.34594
H -0.93275 3.64250 -0.65040
H 1.13845 0.30347 0.74165
H 0.06089 2.72643 -0.90430
H 2.64007 -2.16869 -0.16732

One value per record, in order, for E_tot: -214145.010, -125242.133, -11432.242 eV.